{
  "formula": "C34H99N3O25",
  "method": "ωB97M-V/def2-TZVPD",
  "gap_ev": 8.8,
  "largest_force_ha_per_bohr": 0.0886,
  "homo_ev": -8.87,
  "e_tot_ha": -3399.488343,
  "total_charge": 0,
  "symbols": ["C", "C", "C", "O", "C", "N", "H", "H", "H", "H", "H", "H", "H", "H", "H", "H", "H", "C", "C", "C", "O", "C", "N", "H", "H", "H", "H", "H", "H", "H", "H", "H", "H", "H", "C", "C", "C", "O", "C", "N", "H", "H", "H", "H", "H", "H", "H", "H", "H", "H", "H", "C", "C", "O", "O", "H", "H", "H", "H", "H", "H", "C", "C", "O", "O", "H", "H", "H", "H", "H", "H", "C", "C", "O", "O", "H", "H", "H", "H", "H", "H", "C", "C", "O", "O", "H", "H", "H", "H", "H", "H", "C", "C", "O", "O", "H", "H", "H", "H", "H", "H", "C", "C", "O", "O", "H", "H", "H", "H", "H", "H", "C", "C", "O", "O", "H", "H", "H", "H", "H", "H", "C", "C", "O", "O", "H", "H", "H", "H", "H", "H", "C", "C", "O", "O", "H", "H", "H", "H", "H", "H", "C", "C", "O", "O", "H", "H", "H", "H", "H", "H", "C", "C", "O", "O", "H", "H", "H", "H", "H", "H"],
  "xyz": [[0.83, 1.59, 0.83], [0.24, 0.59, -0.21], [1.12, 0.23, -1.35], [0.39, -0.11, -2.53], [1.19, 0.27, -3.69], [-0.27, -0.59, 0.37], [0.14, 1.88, 1.62], [0.81, 2.57, 0.36], [1.68, 1.19, 1.38], [-0.59, 1.16, -0.64], [1.81, -0.56, -1.06], [1.73, 1.13, -1.45], [1.11, 1.32, -3.99], [0.65, -0.20, -4.52], [2.22, -0.08, -3.66], [-0.41, -1.30, -0.33], [-1.08, -0.42, 0.94], [-3.90, 5.12, -7.54], [-4.75, 5.63, -6.39], [-6.21, 4.97, -6.21], [-6.97, 5.50, -5.12], [-8.28, 4.95, -4.88], [-4.07, 5.26, -5.28], [-2.87, 5.47, -7.47], [-4.33, 5.40, -8.50], [-3.92, 4.04, -7.49], [-4.86, 6.70, -6.21], [-6.21, 3.88, -6.21], [-6.87, 5.34, -7.00], [-9.03, 5.32, -5.58], [-8.37, 5.15, -3.82], [-8.24, 3.86, -4.93], [-3.61, 4.39, -5.46], [-4.90, 5.13, -4.72], [8.25, -2.52, 5.09], [7.69, -2.22, 3.73], [8.04, -3.19, 2.62], [8.06, -2.50, 1.38], [8.51, -3.38, 0.37], [6.25, -2.33, 3.98], [9.32, -2.45, 5.23], [7.98, -3.56, 5.30], [7.98, -1.80, 5.86], [7.86, -1.18, 3.46], [7.36, -4.04, 2.74], [9.05, -3.56, 2.79], [9.54, -3.69, 0.56], [8.49, -2.98, -0.64], [7.88, -4.27, 0.26], [6.05, -1.67, 4.72], [5.69, -2.14, 3.16], [-6.70, 0.94, 1.30], [-7.50, -0.35, 1.75], [-8.77, -0.13, 2.40], [-6.06, 1.78, 2.31], [-7.37, 1.61, 0.75], [-6.02, 0.68, 0.49], [-6.78, -0.93, 2.32], [-7.80, -0.98, 0.91], [-9.48, 0.20, 1.84], [-6.49, 2.63, 2.39], [2.39, -8.10, -2.93], [1.14, -7.22, -2.72], [1.07, -6.84, -1.37], [2.36, -9.32, -2.19], [3.32, -7.65, -2.60], [2.51, -8.25, -4.00], [0.16, -7.68, -2.81], [1.23, -6.29, -3.30], [1.40, -7.61, -0.89], [2.02, -10.00, -2.79], [-5.92, 0.45, 8.97], [-4.52, 0.28, 8.41], [-4.02, 1.56, 8.05], [-5.93, 1.64, 9.78], [-6.29, -0.34, 9.63], [-6.72, 0.62, 8.24], [-4.48, -0.43, 7.59], [-4.03, -0.22, 9.25], [-4.35, 1.81, 7.18], [-5.52, 2.28, 9.19], [9.00, 3.25, -5.43], [8.99, 2.36, -4.16], [7.89, 2.52, -3.36], [7.71, 3.33, -6.09], [9.66, 2.93, -6.24], [9.49, 4.14, -5.05], [9.90, 2.26, -3.56], [8.77, 1.37, -4.55], [7.81, 1.75, -2.80], [7.12, 3.74, -5.45], [4.76, 7.83, 5.83], [4.90, 8.81, 4.63], [3.76, 8.49, 3.78], [4.98, 6.50, 5.46], [3.75, 7.89, 6.25], [5.34, 8.03, 6.72], [5.91, 8.76, 4.22], [4.72, 9.88, 4.72], [3.69, 9.15, 3.09], [4.53, 6.52, 4.61], [2.25, 1.44, 9.53], [1.76, 0.96, 10.84], [2.20, 1.79, 11.95], [3.64, 1.33, 9.37], [1.79, 2.42, 9.45], [1.84, 0.83, 8.73], [2.00, -0.10, 10.94], [0.70, 0.89, 11.06], [3.11, 1.53, 12.12], [3.91, 2.21, 9.10], [-5.69, -7.81, 0.78], [-4.54, -7.67, 1.74], [-3.52, -8.64, 1.48], [-5.40, -7.69, -0.68], [-6.25, -6.91, 1.03], [-6.24, -8.74, 0.90], [-4.79, -7.73, 2.80], [-3.99, -6.75, 1.53], [-3.14, -8.56, 0.61], [-5.39, -8.54, -1.12], [2.23, 10.63, -2.57], [2.55, 9.20, -2.92], [2.18, 8.86, -4.16], [2.94, 11.07, -1.43], [1.18, 10.91, -2.51], [2.73, 11.11, -3.41], [2.07, 8.50, -2.24], [3.60, 8.94, -2.95], [1.25, 8.64, -4.06], [2.93, 12.03, -1.41], [0.78, -5.80, 6.19], [1.83, -6.90, 6.13], [2.02, -7.27, 7.44], [1.09, -4.72, 7.00], [-0.15, -6.28, 6.51], [0.61, -5.59, 5.14], [2.83, -6.62, 5.79], [1.66, -7.73, 5.43], [1.45, -8.03, 7.54], [1.99, -4.45, 6.81], [-6.62, -3.60, -5.05], [-5.43, -2.72, -4.59], [-4.25, -2.74, -5.39], [-7.65, -3.86, -4.06], [-6.23, -4.62, -5.15], [-7.09, -3.17, -5.93], [-5.20, -2.91, -3.55], [-5.76, -1.69, -4.46], [-3.56, -2.26, -4.93], [-7.34, -4.53, -3.44], [-3.44, -2.60, -11.44], [-2.13, -3.40, -11.77], [-1.72, -4.09, -10.52], [-3.01, -1.67, -10.48], [-4.18, -3.33, -11.11], [-3.78, -1.99, -12.28], [-1.36, -2.71, -12.11], [-2.30, -4.30, -12.37], [-1.67, -3.45, -9.81], [-2.98, -2.08, -9.61]],
  "lowdin_charge": [-0.05, -0.49, -0.23, -0.17, -0.09, 0.04, 0.07, 0.08, 0.08, 0.13, 0.13, 0.12, 0.08, 0.08, 0.09, 0.07, 0.08, -0.06, -0.48, -0.18, -0.23, -0.09, 0.01, 0.09, 0.08, 0.08, 0.14, 0.12, 0.12, 0.09, 0.09, 0.08, 0.08, 0.07, -0.08, -0.44, -0.21, -0.17, -0.12, 0.01, 0.08, 0.09, 0.08, 0.14, 0.13, 0.12, 0.08, 0.08, 0.08, 0.07, 0.07, -0.21, -0.21, -0.08, -0.08, 0.10, 0.10, 0.11, 0.11, 0.08, 0.07, -0.23, -0.24, -0.08, -0.07, 0.12, 0.11, 0.12, 0.12, 0.07, 0.08, -0.24, -0.23, -0.06, -0.09, 0.12, 0.11, 0.12, 0.12, 0.10, 0.06, -0.21, -0.29, -0.06, -0.06, 0.12, 0.10, 0.12, 0.11, 0.10, 0.08, -0.27, -0.19, -0.09, -0.05, 0.11, 0.12, 0.11, 0.11, 0.08, 0.07, -0.29, -0.25, -0.07, -0.04, 0.13, 0.12, 0.11, 0.12, 0.07, 0.09, -0.20, -0.25, -0.08, -0.09, 0.11, 0.12, 0.13, 0.12, 0.08, 0.07, -0.25, -0.34, -0.03, -0.07, 0.12, 0.12, 0.12, 0.13, 0.10, 0.08, -0.28, -0.29, -0.05, -0.03, 0.12, 0.11, 0.12, 0.12, 0.09, 0.09, -0.20, -0.26, -0.07, -0.08, 0.12, 0.12, 0.11, 0.11, 0.08, 0.08, -0.24, -0.18, -0.10, -0.07, 0.12, 0.12, 0.11, 0.11, 0.05, 0.08]
}

---

{
  "formula": "C4H14O2S2",
  "method": "ωB97M-V/def2-TZVPD",
  "gap_ev": 3.7,
  "largest_force_ha_per_bohr": 0.0423,
  "homo_ev": -8.18,
  "e_tot_ha": -1107.465771,
  "total_charge": 0,
  "symbols": ["C", "C", "S", "S", "C", "C", "H", "H", "H", "H", "H", "H", "H", "H", "H", "H", "H", "H", "O", "H", "H", "O"],
  "xyz": [[0.17, 1.66, 1.29], [1.50, 1.81, 0.63], [2.23, 0.30, -0.08], [-2.41, -0.03, -1.34], [-0.83, -0.77, -1.34], [0.15, -0.14, -2.32], [-0.48, 1.03, 0.67], [-0.47, 2.53, 1.44], [0.16, 1.14, 2.25], [2.29, 2.12, 1.32], [1.47, 2.61, -0.11], [-0.34, -0.66, -0.35], [-0.96, -1.81, -1.62], [1.07, -0.75, -2.25], [0.45, 0.87, -2.04], [-0.14, -0.16, -3.37], [1.27, -1.74, 0.58], [1.24, -3.00, 1.51], [0.74, -2.48, 0.85], [-2.63, -0.42, 0.82], [-2.18, -1.53, 1.73], [-2.32, -0.57, 1.73]],
  "lowdin_charge": [-0.18, -0.63, 0.75, 0.74, -0.76, -0.23, 0.01, 0.09, 0.08, 0.07, 0.07, 0.03, 0.07, 0.05, 0.04, 0.07, -0.11, 0.06, -0.10, -0.09, 0.04, -0.08]
}